(1)
Density functional theory data (wB97M-V/def2-TZVPD) for a structure of composition C3HCdFO2 at a distorted geometry.

Its total charge is +1. As for the spin multiplicity: 2. The energy is -14489.0257 eV. As for the HOMO-LUMO gap (alpha / beta): 0.2450 / 0.3415 hartree. As for the expectation value of S²: 0.7516. The relative energy (zero: lowest compared OMol25 entry of this formula, charge and spin) comes out at 3.666 eV. Its highest occupied orbital energy (alpha / beta) is -0.47324 / -0.56773 hartree.

Last column: natural (NBO) charge in e.
Cartesian coordinates (Å):
H 1.80438 1.32924 -0.67528  0.311
O -0.53418 1.09108 -0.04887  -0.404
O 0.64076 -0.72166 0.30564  -0.412
C 0.48429 1.12874 -0.99402  0.058
C 1.21412 -0.04036 -0.75091  0.506
C -0.52692 -0.08704 0.61436  0.297
F 1.63565 -0.85978 -1.72642  -0.226
Cd -1.92551 -0.70275 1.97590  0.870

---

(2)
Density functional theory data (wB97M-V/def2-TZVPD) for an isolated molecule of C15H19NO3 at a distorted geometry.

The structure (SMILES) is CC1=C2[C@H]3OC(=O)[C@@H](C)[C@H]3CC[C@@]2(C)C=C/C1=N/O. The energy is -23493.2016 eV. As for the HOMO-LUMO gap: 0.3071 hartree. The relative energy (zero: lowest compared OMol25 entry of this formula, charge and spin) comes out at 4.194 eV. Its highest occupied orbital energy is -0.30669 hartree.

Last column: natural (NBO) charge in e.
Cartesian coordinates (Å):
C 0.84125 2.32714 3.04384  -0.645
C 1.09898 0.91942 2.52344  -0.001
C 0.66401 0.49598 1.21610  0.033
C 0.00713 1.48928 0.29736  0.052
O 0.82301 2.59041 -0.06009  -0.490
C 0.51176 2.96385 -1.34051  0.791
O 1.18839 3.70220 -2.04536  -0.564
C -0.65368 2.16448 -1.92721  -0.316
C -0.63601 1.94109 -3.45713  -0.603
C -0.42767 0.90927 -1.06090  -0.226
C 0.68339 -0.00905 -1.57064  -0.424
C 0.93674 -1.22336 -0.69188  -0.382
C 0.68790 -0.97457 0.84709  -0.084
C -0.64069 -1.59090 1.23908  -0.598
C 1.71100 -1.76424 1.61326  -0.137
C 2.11944 -1.37929 2.86814  -0.227
C 1.79981 -0.08127 3.41024  0.131
N 2.30235 0.05971 4.65352  -0.113
O 2.03741 1.27531 5.35136  -0.593
H 0.35052 2.99871 2.30999  0.218
H 1.78098 2.77786 3.34424  0.243
H 0.09699 2.24458 3.84347  0.229
H -0.88220 1.86170 0.81621  0.190
H -1.57755 2.61592 -1.68055  0.228
H -1.24860 1.10169 -3.70960  0.210
H -0.92685 2.85360 -4.01890  0.230
H 0.40414 1.70901 -3.70140  0.220
H -1.35831 0.36063 -0.93583  0.213
H 0.45205 -0.37593 -2.57052  0.220
H 1.57830 0.56932 -1.67681  0.212
H 0.29994 -2.08047 -0.99534  0.203
H 1.97368 -1.51607 -0.87800  0.217
H -0.84054 -1.43465 2.32856  0.222
H -0.56313 -2.68187 1.06764  0.212
H -1.45868 -1.19843 0.65020  0.203
H 2.09154 -2.66225 1.21729  0.209
H 2.75451 -2.01676 3.46744  0.233
H 2.12739 1.16668 6.32093  0.485

---

(3)
Density functional theory data (wB97M-V/def2-TZVPD) for a cluster of 2 separate species, C6H16 in total at a distorted geometry.

The structure (SMILES) is CCC.CCC. The energy is -6480.5650 eV. As for the HOMO-LUMO gap: 0.4433 hartree. The relative energy (zero: lowest compared OMol25 entry of this formula, charge and spin) comes out at 1.093 eV. Its highest occupied orbital energy is -0.40493 hartree.

Last column: natural (NBO) charge in e.
Cartesian coordinates (Å):
C 1.82279 1.04340 1.36062  -0.615
C 1.98238 1.35878 -0.14913  -0.393
C 2.63647 0.23240 -1.00590  -0.627
H 0.93263 1.60958 1.68165  0.212
H 1.75833 -0.04718 1.52978  0.203
H 2.74107 1.35052 1.87234  0.205
H 2.50262 2.30703 -0.25229  0.200
H 1.01737 1.52107 -0.64944  0.188
H 3.64843 0.43414 -1.34995  0.213
H 2.16433 0.45158 -1.99578  0.204
H 2.37341 -0.76317 -0.73066  0.210
C -2.61932 0.41980 -0.13408  -0.625
C -1.69874 -0.75479 0.31949  -0.392
C -1.99054 -2.15064 -0.26411  -0.606
H -3.27097 0.60044 0.71358  0.209
H -3.26400 0.06538 -0.97124  0.210
H -1.92312 1.27579 -0.28710  0.218
H -0.64117 -0.50459 0.16177  0.190
H -1.78775 -0.95995 1.41512  0.192
H -2.95086 -2.41973 0.14302  0.197
H -2.18717 -2.16289 -1.35024  0.195
H -1.24620 -2.90698 -0.05744  0.211

---

(4)
Density functional theory data (wB97M-V/def2-TZVPD) for an isolated molecule of C8H12N2O at a distorted geometry.

The structure (SMILES) is C#C/C(C)=C\NC(=O)N(C)C. The energy is -13514.0190 eV. As for the HOMO-LUMO gap: 0.3202 hartree. The relative energy (zero: lowest compared OMol25 entry of this formula, charge and spin) comes out at 4.395 eV. Its highest occupied orbital energy is -0.29614 hartree.

Last column: natural (NBO) charge in e.
Cartesian coordinates (Å):
C 2.62093 -0.33422 0.56568  -0.272
C 1.72876 -0.46530 1.32756  -0.025
C 0.67958 -0.03447 2.12269  -0.213
C 0.90296 0.17700 3.61774  -0.607
C -0.33405 0.65245 1.55167  0.116
N -0.41870 0.65736 0.25418  -0.666
C -1.38068 0.22139 -0.71601  0.787
O -2.52516 0.25275 -0.29189  -0.660
N -0.98550 0.03471 -1.91955  -0.434
C -2.09872 -0.39435 -2.83455  -0.395
C 0.46396 -0.08125 -2.14234  -0.452
H 3.42223 -0.67803 -0.13074  0.247
H -0.15000 0.25073 4.03443  0.212
H 1.51566 0.96986 4.03683  0.214
H 1.27243 -0.67561 4.09400  0.211
H -1.14605 1.15740 2.08392  0.212
H 0.57709 0.37179 0.01992  0.410
H -1.85313 -0.11270 -3.88408  0.207
H -2.24701 -1.52177 -2.62071  0.208
H -2.92686 0.17981 -2.59971  0.237
H 0.85971 -1.08884 -1.65898  0.200
H 0.82262 -0.24606 -3.20426  0.232
H 1.19993 0.70736 -1.70583  0.232

---

(5)
Density functional theory data (wB97M-V/def2-TZVPD) for a cluster of 2 separate species, C6H18N2Si in total at a distorted geometry.

The energy is -17369.2225 eV. As for the HOMO-LUMO gap: 0.2823 hartree. The relative energy (zero: lowest compared OMol25 entry of this formula, charge and spin) comes out at 3.907 eV. Its highest occupied orbital energy is -0.26057 hartree.

Last column: natural (NBO) charge in e.
Cartesian coordinates (Å):
C -0.88568 -2.50090 0.48425  -0.632
C -2.65495 -0.59745 0.51823  -0.601
C 3.17874 0.34991 0.46254  -0.430
C -0.04571 2.77588 0.48638  -0.394
C 0.05644 -0.55066 -2.40768  -1.167
C -1.15684 -1.02419 0.57128  -0.707
N 2.15631 -0.60911 0.67897  -0.933
N -0.05824 1.71722 -0.50564  -1.120
Si -0.03673 -0.01015 -0.59196  1.909
H -1.76135 -2.92188 1.05566  0.201
H -1.28531 -2.92299 -0.40675  0.207
H 0.06925 -2.83498 0.87695  0.250
H -3.07766 -0.57505 -0.48886  0.206
H -2.58883 0.55017 0.91311  0.205
H -3.21094 -1.12480 1.27740  0.215
H 3.77770 -0.14473 -0.27163  0.189
H 2.78219 1.41234 0.28304  0.143
H 3.88105 0.59708 1.32362  0.166
H -0.18117 2.21584 1.42900  0.204
H 0.91150 3.46352 0.53131  0.191
H -0.87043 3.51255 0.24395  0.190
H 0.99348 -0.04298 -2.76107  0.259
H 0.05711 -1.65192 -2.51953  0.266
H -0.80275 -0.01857 -2.92041  0.243
H -0.91011 -0.75587 1.63277  0.232
H 1.72993 -0.48888 1.60403  0.315
H -0.06702 2.18059 -1.49897  0.394

---

(6)
Density functional theory data (wB97M-V/def2-TZVPD) for a structure of composition C2H3N3O at a distorted geometry.

As for the spin multiplicity: 3. The energy is -8633.2177 eV. As for the HOMO-LUMO gap (alpha / beta): 0.3386 / 0.2306 hartree. As for the expectation value of S²: 2.0256. The relative energy (zero: lowest compared OMol25 entry of this formula, charge and spin) comes out at 2.176 eV. Its highest occupied orbital energy (alpha / beta) is -0.30852 / -0.37704 hartree.

Last column: natural (NBO) charge in e.
Cartesian coordinates (Å):
C 1.10457 1.17049 -0.01124  0.145
C 0.96002 -0.97463 0.08070  0.078
N 2.27878 0.73842 0.02193  -0.251
N 2.17871 -0.65022 -0.01145  -0.144
N 0.24428 0.12845 0.01099  -0.110
O -1.44037 0.54023 0.10825  -0.604
H 0.93312 2.25098 -0.05639  0.231
H 0.43472 -1.87642 0.18101  0.217
H -1.65047 0.06537 -0.68265  0.440

---

(7)
Density functional theory data (wB97M-V/def2-TZVPD) for an isolated molecule of C14H21N3O at a distorted geometry.

The energy is -21372.3384 eV. As for the HOMO-LUMO gap: 0.3153 hartree. The relative energy (zero: lowest compared OMol25 entry of this formula, charge and spin) comes out at 5.646 eV. Its highest occupied orbital energy is -0.29926 hartree.

Last column: natural (NBO) charge in e.
Cartesian coordinates (Å):
C 1.12411 -3.33482 0.96392  0.292
O 1.66905 0.85063 2.10201  -0.599
N 1.11341 -2.18591 0.66926  -0.543
C 0.81552 0.21238 1.45702  0.639
C 1.31202 -0.78928 0.46970  -0.015
C 1.74187 -0.50883 -0.84790  0.153
N 0.95828 0.02119 -3.38533  -0.472
N -0.50702 0.37134 1.87302  -0.439
C 1.92783 0.31484 -4.39681  -0.396
C 1.95229 0.88361 -1.31553  -0.494
C 1.89465 -1.59777 -1.88748  -0.490
C 0.83638 1.04670 -2.26036  -0.206
C 0.77175 -1.29368 -2.96054  -0.205
C -1.62035 -0.17461 1.20078  -0.215
C -0.73661 0.91816 3.29236  -0.220
C -2.97946 0.53916 1.59146  -0.400
C -2.08029 0.56489 4.04724  -0.424
C -3.34506 0.45227 3.05799  -0.407
H 2.16269 1.40820 -4.41236  0.204
H 2.77155 -0.21073 -4.16118  0.171
H 1.50973 0.03991 -5.34723  0.200
H 1.99565 1.62012 -0.44709  0.248
H 2.90140 0.96148 -1.80035  0.223
H 2.93293 -1.52442 -2.35582  0.213
H 1.85599 -2.68986 -1.47421  0.246
H 0.93153 2.09409 -2.66114  0.207
H -0.18527 0.96756 -1.84594  0.206
H 0.71746 -2.02163 -3.84415  0.216
H -0.14228 -1.61255 -2.36114  0.202
H -1.67107 -1.22918 1.53919  0.181
H -1.46958 -0.18662 0.11629  0.211
H -0.69676 2.07163 3.30838  0.201
H 0.17155 0.61667 3.97322  0.239
H -3.86101 0.20396 0.93458  0.223
H -2.83277 1.63124 1.37757  0.195
H -2.11698 1.35822 4.80259  0.222
H -1.90003 -0.35752 4.64444  0.213
H -3.80327 -0.62384 3.10667  0.203
H -4.11984 1.19300 3.23685  0.218